# 1
Entry from OMol25: an isolated molecule of C24H26N6O4S at a distorted geometry (wB97M-V/def2-TZVPD).

Each line ends with the Löwdin charge.
CARTESIAN COORDINATES (ANGSTROEM)
N (-1.48, -0.05, -3.38)  0.13
H (0.51, 0.66, -1.72)  0.10
H (2.60, -0.49, 3.58)  0.11
H (3.53, 2.40, 2.96)  0.13
H (-2.99, -3.02, -1.57)  0.12
C (-0.35, -0.38, -4.08)  -0.51
C (-2.10, -0.87, 2.66)  -0.23
H (2.52, 1.79, -0.51)  0.12
C (-3.47, -1.27, 2.62)  -0.24
O (0.77, -0.24, -3.67)  0.08
C (0.89, -3.07, -1.52)  -0.01
C (1.73, 3.57, 2.72)  -0.18
H (-2.37, -0.25, -3.83)  0.15
H (0.65, 3.39, 2.63)  0.11
S (-2.07, 1.00, 2.37)  0.75
H (2.63, -0.25, 0.54)  0.11
N (-4.56, -1.59, 2.58)  0.20
C (2.83, 0.18, 1.52)  -0.18
H (1.92, 4.16, 3.61)  0.13
H (0.75, -3.96, -3.44)  0.11
H (1.97, -3.06, -1.48)  0.12
C (-2.87, 0.45, -1.50)  0.00
H (2.04, 1.66, 3.62)  0.11
O (-3.30, 1.57, 2.81)  -0.27
C (-1.91, -3.04, -1.57)  -0.02
H (-1.26, -1.84, -5.35)  0.08
H (2.40, 4.30, -0.37)  0.13
C (2.45, 2.23, 2.78)  -0.16
C (-1.20, -3.54, -2.62)  -0.09
H (-3.99, 0.78, 0.31)  0.12
H (-1.67, -1.01, 3.66)  0.15
H (3.93, 0.23, 1.66)  0.13
C (-0.68, -0.93, -5.45)  0.01
H (0.92, 3.50, 0.24)  0.12
C (-1.23, -2.52, -0.46)  -0.21
H (0.23, 1.24, 0.67)  0.09
N (-1.93, -2.00, 0.58)  0.21
O (2.18, 4.35, 1.63)  -0.13
C (-0.47, 0.71, -1.29)  0.02
C (2.27, -0.77, 2.58)  -0.16
N (0.85, -1.98, 0.61)  0.20
C (0.16, -1.42, 1.58)  -0.27
C (-1.28, -1.48, 1.57)  -0.22
H (-3.73, 0.22, -2.10)  0.12
C (-3.02, 0.77, -0.16)  -0.05
O (-0.86, 1.46, 3.01)  -0.31
H (0.37, -0.03, 3.03)  0.09
C (1.99, 3.66, 0.42)  -0.19
N (2.23, 1.51, 1.54)  -0.19
H (3.80, 2.49, 0.52)  0.13
C (-1.59, 0.38, -2.06)  -0.21
C (0.18, -2.53, -0.43)  -0.21
H (-1.71, -3.95, -3.49)  0.10
C (0.21, -3.56, -2.59)  -0.08
C (-1.90, 1.04, 0.60)  -0.29
H (2.64, -1.77, 2.35)  0.12
C (2.71, 2.31, 0.43)  -0.17
N (0.82, -0.84, 2.61)  0.07
H (0.24, -1.15, -5.98)  0.09
C (-0.63, 1.02, 0.05)  -0.05
H (-1.26, -0.21, -6.02)  0.09

## Properties
Spin multiplicity: 1
HOMO, eV: -8.43
Frontier orbital gap, hartree: 0.2934
SMILES string: CC(=O)Nc1ccc(S(=O)(=O)[C@@H](C#N)c2nc3ccccc3nc2NCCN2CCOCC2)cc1
Relative energy (zero: lowest compared OMol25 entry of this formula, charge and spin), eV: 0.8289



# 2
Entry from OMol25: the ion C24H26NO with charge +1 at a distorted geometry (wB97M-V/def2-TZVPD).

Each line ends with the Löwdin charge.
CARTESIAN COORDINATES (ANGSTROEM)
C (-3.32, 0.23, 1.03)  -0.04
C (0.21, -1.03, 0.22)  -0.02
C (3.02, -3.92, 1.67)  -0.07
H (3.22, 0.34, 2.40)  0.13
C (-3.76, -2.54, 1.09)  -0.05
H (1.01, -3.15, 1.53)  0.11
C (4.78, -2.46, 0.88)  -0.06
C (3.83, -1.48, 0.60)  -0.04
H (-0.34, 0.13, -1.77)  0.16
H (-2.02, 3.01, -4.70)  0.10
H (-5.83, -2.03, 1.45)  0.11
C (-2.29, -0.67, 0.74)  -0.18
H (1.25, 3.91, -0.45)  0.11
C (-4.60, -0.27, 1.30)  -0.06
C (4.38, -3.68, 1.44)  -0.07
H (-1.64, -2.73, 0.70)  0.10
H (-3.12, 1.31, 1.02)  0.12
C (-2.39, 2.78, -3.69)  -0.03
H (-3.92, -3.62, 1.13)  0.11
C (-4.82, -1.65, 1.30)  -0.06
C (2.80, 1.12, 1.76)  -0.02
H (-3.43, 2.44, -3.81)  0.10
O (-0.22, 2.17, -2.72)  -0.06
H (3.91, 2.68, 2.75)  0.11
H (-3.14, 0.90, -1.74)  0.15
C (-0.99, -0.15, 0.14)  -0.27
C (1.37, 1.80, -0.06)  -0.04
H (2.89, 4.51, 1.36)  0.11
C (-2.48, -2.05, 0.84)  -0.03
H (4.14, -0.53, 0.16)  0.12
N (-1.23, 0.07, -1.27)  0.08
C (-2.10, 1.25, -1.70)  -0.05
H (0.36, 2.14, -3.50)  0.13
H (-5.41, 0.43, 1.52)  0.12
C (2.60, 3.47, 1.19)  -0.06
H (2.70, -4.88, 2.08)  0.11
C (2.46, -1.70, 0.86)  -0.19
C (1.88, 0.77, 0.75)  -0.17
H (-1.51, 0.84, -3.73)  0.16
H (0.08, -2.06, -0.16)  0.12
H (-2.39, 3.69, -3.09)  0.10
H (5.12, -4.46, 1.63)  0.11
C (-1.56, 1.70, -3.04)  -0.41
H (5.83, -2.26, 0.66)  0.11
C (2.07, -2.95, 1.36)  -0.03
C (3.17, 2.45, 1.97)  -0.05
H (0.71, 1.57, -0.90)  0.07
H (-2.00, 2.03, -0.92)  0.15
H (-1.68, -0.78, -1.62)  0.19
H (-0.75, 0.82, 0.58)  0.15
C (1.70, 3.13, 0.18)  -0.06
C (1.46, -0.65, 0.59)  -0.11

## Properties
Spin multiplicity: 1
HOMO, eV: -11.18
Frontier orbital gap, hartree: 0.3103
SMILES string: C[C@@H](O)C[NH2+][C@H](C=C(c1ccccc1)c1ccccc1)c1ccccc1
Total charge: +1
Relative energy (zero: lowest compared OMol25 entry of this formula, charge and spin), eV: 0.0000



# 3
Entry from OMol25: a structure of composition C24H27AsCl2LaO3P at a distorted geometry (wB97M-V/def2-TZVPD).

Each line ends with the Löwdin charge.
CARTESIAN COORDINATES (ANGSTROEM)
H (-1.62, -4.77, -2.53)  0.06
C (3.36, 2.28, -3.07)  -0.05
C (1.27, 0.58, 5.04)  -0.03
H (-0.28, -5.28, 0.08)  0.06
H (-3.41, 5.50, -0.30)  0.12
C (4.87, 2.48, -1.18)  -0.04
H (0.19, -2.80, -4.20)  0.12
C (-0.97, 3.25, -1.18)  -0.08
H (3.18, 2.29, -4.14)  0.11
H (-0.98, 0.85, 2.49)  0.01
H (-3.14, -3.84, -2.59)  0.06
C (-1.11, 3.49, 1.25)  -0.09
H (-3.54, -3.60, 1.57)  0.04
H (-2.60, 4.87, 1.97)  0.11
C (-1.26, -5.12, 0.55)  -0.24
C (3.81, 2.25, -0.28)  -0.07
O (1.51, -2.49, -1.94)  0.21
H (-1.43, -2.58, -3.45)  0.05
H (1.32, 0.37, 6.10)  0.12
H (3.39, 0.92, 4.83)  0.11
C (4.66, 2.49, -2.58)  -0.04
La (-0.98, -1.20, -0.37)  1.01
H (-4.42, -4.42, 0.19)  0.08
C (0.42, -2.34, -2.37)  -0.27
As (1.01, 1.66, 0.36)  1.35
C (-0.03, 0.87, 2.99)  -0.17
C (-2.56, -4.57, -2.02)  -0.23
H (-2.36, 4.46, -2.31)  0.11
P (-2.23, -3.97, -0.39)  0.77
H (-3.12, -5.48, -1.81)  0.08
O (0.52, 0.23, -0.48)  -0.75
C (2.40, 1.18, 2.94)  -0.07
Cl (-2.83, -0.56, -1.97)  -0.13
H (3.99, 2.24, 0.77)  0.07
H (5.87, 2.63, -0.79)  0.11
Cl (-2.25, -1.20, 1.86)  0.01
C (-0.52, 2.90, 0.11)  -0.28
H (-4.17, -2.62, 0.22)  0.04
H (-0.87, 0.33, 4.90)  0.12
C (-2.15, 4.42, 1.09)  -0.04
C (-2.61, 4.78, -0.19)  -0.03
C (2.50, 2.05, -0.80)  -0.29
O (1.49, -3.01, 1.51)  0.14
H (-1.12, -4.76, 1.58)  0.07
C (0.62, -2.61, 0.79)  -0.11
C (1.15, 1.16, 2.27)  -0.28
H (-0.54, 2.80, -2.06)  0.08
H (-0.44, -1.15, -3.83)  0.12
C (2.28, 2.05, -2.20)  -0.09
C (0.04, 0.56, 4.36)  -0.05
H (1.30, 1.86, -2.60)  0.08
C (-0.42, -2.20, -3.56)  -0.02
C (-3.75, -3.60, 0.49)  -0.27
H (-1.87, -6.03, 0.52)  0.08
C (2.44, 0.89, 4.32)  -0.04
H (5.49, 2.66, -3.26)  0.12
H (-0.76, 3.24, 2.24)  0.09
C (-2.02, 4.19, -1.32)  -0.04
H (3.30, 1.42, 2.42)  0.07

## Properties
Spin multiplicity: 1
HOMO (spin up / spin down), eV: -14.33 / -14.33
Frontier orbital gap (spin up / spin down), hartree: 0.2417 / 0.1756
Total charge: +2
Relative energy (zero: lowest compared OMol25 entry of this formula, charge and spin), eV: 3.6665



# 4
Entry from OMol25: a structure of composition C24H27CeFNO7SSi2 at a distorted geometry (wB97M-V/def2-TZVPD).

Each line ends with the Löwdin charge.
CARTESIAN COORDINATES (ANGSTROEM)
C (-1.92, -0.81, 0.29)  -0.69
C (-0.70, -0.59, 4.94)  -0.23
O (-0.92, -1.10, 0.99)  -0.04
O (-0.30, 3.58, 1.40)  -0.41
H (-1.83, -4.59, -2.88)  0.10
C (-0.80, 0.04, -1.74)  -0.26
H (-2.97, -2.56, -1.60)  0.14
C (1.77, 0.95, 4.41)  -0.31
H (-0.23, -1.48, 4.50)  0.03
C (2.91, -0.50, 0.81)  -0.24
H (-1.80, 2.56, 4.93)  0.02
C (4.07, 0.98, 3.67)  -0.11
F (1.15, 1.82, -5.76)  0.07
H (-0.43, -0.53, 6.00)  0.02
H (0.69, 1.71, -3.18)  0.15
H (-0.96, -3.72, -5.15)  0.14
H (-2.76, -1.65, -6.49)  0.13
O (-0.23, 0.88, -1.03)  -0.05
N (-2.03, -1.95, -3.34)  0.02
H (-2.48, -4.06, -5.96)  0.12
C (3.03, 2.48, 0.81)  -0.23
H (4.80, 1.00, 2.87)  0.09
H (3.99, -0.46, 1.00)  0.01
C (-2.81, -4.32, -3.29)  -0.05
H (1.53, 0.89, 6.56)  0.09
H (2.66, 3.43, 1.20)  0.02
H (-3.13, -5.13, -3.95)  0.08
O (-2.11, 2.98, -0.01)  -0.39
H (-0.24, 3.33, 4.71)  0.04
C (-0.59, -0.01, -3.19)  -0.03
H (-1.21, -2.21, -7.12)  0.12
C (-1.77, -2.03, -6.20)  -0.13
C (4.52, 0.94, 4.98)  -0.11
C (0.38, 0.92, -5.14)  -0.26
Si (-0.08, 0.96, 4.10)  0.54
C (-1.06, -1.00, -5.37)  -0.14
H (5.58, 0.94, 5.19)  0.09
H (-3.53, -4.27, -2.48)  0.07
S (-1.80, 3.76, 1.25)  0.31
C (3.60, 0.91, 6.03)  -0.11
H (4.10, 2.39, 1.04)  0.01
Si (2.11, 1.03, 1.57)  0.55
H (-1.79, -0.72, 4.86)  0.02
C (-0.73, 2.42, 5.06)  -0.22
C (-0.26, -0.05, -5.93)  0.04
H (2.75, -0.55, -0.28)  0.01
H (-0.50, 2.28, 6.12)  0.02
C (2.70, 0.98, 3.36)  -0.31
O (-2.92, -0.18, 0.71)  0.01
O (-2.37, 2.88, 2.34)  -0.41
H (2.92, 2.50, -0.28)  0.02
H (2.51, -1.42, 1.25)  0.02
Ce (-0.96, 1.34, 1.22)  1.06
H (-3.71, -2.70, -4.37)  0.15
C (-1.23, -1.00, -3.96)  -0.06
H (-0.11, -0.03, -7.00)  0.13
C (-1.94, -3.30, -5.40)  -0.16
C (-2.70, -3.04, -4.11)  -0.30
C (0.22, 0.95, -3.79)  0.09
C (-2.27, -1.84, -2.01)  0.03
C (-1.71, -0.92, -1.20)  -0.01
H (3.93, 0.88, 7.06)  0.09
C (2.24, 0.91, 5.74)  -0.11
O (-2.25, 5.10, 1.25)  -0.27

## Properties
Spin multiplicity: 1
HOMO (spin up / spin down), eV: -3.51 / -3.48
Frontier orbital gap (spin up / spin down), hartree: 0.1877 / 0.1863
Total charge: -1